a.
Entry from the Open Molecules 2025 dataset: a structure of composition C31H28N7O3S9V (ωB97M-V/def2-TZVPD).

Last column: Mulliken spin population.
Atoms and positions in Å:
V1 0.78043 -0.67063 0.76966  2.1792
C1 -4.15634 0.39110 2.10372  0.0002
C2 -3.03732 -0.10806 2.93481  0.0017
N1 -3.06236 -0.36804 4.20121  0.0000
N2 -1.80185 -0.82886 4.47991  -0.0015
C3 -0.99468 -0.88142 3.41326  0.0080
S1 0.59377 -1.41614 3.31730  -0.0165
N3 -1.78445 -0.38232 2.42164  -0.0073
N4 -1.39780 -0.31563 1.08122  -0.0311
H1 -4.96748 0.70942 2.75294  0.0001
H2 -4.51396 -0.40613 1.44893  -0.0002
H3 -3.83947 1.22908 1.47706  -0.0002
H4 -1.56875 -1.14877 5.40333  -0.0003
H5 -1.72919 0.58242 0.65233  0.0106
H6 -1.84729 -1.10990 0.61210  0.0075
S2 3.20339 -0.23910 0.62472  -0.0330
C4 2.59182 1.09253 1.54574  -0.0216
C5 3.34411 2.14346 2.09023  0.0021
C6 2.71248 3.07108 2.87953  0.0019
C7 1.33843 2.95515 3.13147  -0.0004
C8 0.65463 1.93020 2.53620  0.0036
N5 1.26140 1.02668 1.75117  -0.0463
H7 4.40337 2.19170 1.88287  0.0004
H8 3.26835 3.89838 3.30061  0.0004
H9 0.81813 3.66745 3.75365  0.0001
H10 -0.41472 1.82561 2.66186  0.0153
N6 0.60690 0.02932 -0.96236  -0.0843
S3 1.73306 -0.11910 -2.13768  0.0136
C9 0.83603 -0.87569 -3.49650  0.0013
C10 1.32740 -0.73359 -4.78709  -0.0018
C11 0.67067 -1.36551 -5.82989  -0.0001
C12 -0.45681 -2.13687 -5.57770  0.0002
C13 -0.92349 -2.28681 -4.28082  0.0001
C14 -0.27181 -1.66011 -3.22784  -0.0007
C15 1.86325 1.53284 -2.80373  0.0023
C16 3.06378 2.19510 -2.59973  0.0002
C17 3.17735 3.52022 -3.00015  0.0001
C18 2.09952 4.15806 -3.59413  0.0011
C19 0.90316 3.47930 -3.79734  0.0000
C20 0.77461 2.16086 -3.39813  -0.0003
H11 -0.18480 0.62733 -1.24122  0.0153
H12 2.20575 -0.12964 -4.97780  -0.0001
H13 1.03858 -1.25371 -6.84102  0.0000
H14 -0.96810 -2.62744 -6.39537  0.0000
H15 -1.79490 -2.89722 -4.08448  0.0000
H16 -0.61123 -1.77925 -2.20773  0.0121
H17 3.88801 1.68443 -2.11689  -0.0009
H18 4.10233 4.05500 -2.83430  0.0000
H19 2.18328 5.19682 -3.88495  0.0001
H20 0.05755 3.98269 -4.24641  0.0000
H21 -0.15912 1.63450 -3.54853  0.0003
O1 -1.96110 -3.00646 0.96228  -0.0013
C21 -0.82771 -3.39543 0.71158  0.0175
N7 0.24330 -2.57838 0.48112  -0.0782
S4 1.59043 -3.43481 0.03159  0.0331
O2 1.92536 -3.07107 -1.32123  -0.0015
O3 2.61944 -3.36616 1.02491  -0.0040
C22 0.82730 -5.02264 0.14026  0.0031
C23 1.38073 -6.27837 -0.00630  -0.0005
C24 0.57470 -7.36749 0.29895  0.0006
C25 -0.73061 -7.19199 0.75424  -0.0003
C26 -1.26813 -5.92066 0.89822  -0.0006
C27 -0.46692 -4.83872 0.58053  -0.0003
H22 2.40154 -6.40755 -0.33925  0.0003
H23 0.97281 -8.36747 0.18910  0.0001
H24 -1.32586 -8.05829 1.01036  0.0000
H25 -2.27487 -5.75987 1.25959  -0.0001
C28 -3.19023 3.54143 3.51713  0.0001
S5 -3.42919 4.19078 1.83871  0.0000
C29 -1.76789 4.28521 1.29018  -0.0002
C30 -1.22848 3.51980 0.30770  0.0009
S6 -1.98691 2.26050 -0.61028  -0.0004
S7 0.43829 3.92199 -0.06109  0.0005
C31 0.65664 5.24360 1.02616  0.0000
S8 2.06495 6.08991 1.14906  -0.0001
S9 -0.75817 5.55842 1.94989  0.0000
H26 -4.18339 3.36356 3.92735  0.0000
H27 -2.66736 4.25969 4.14587  0.0000
H28 -2.64433 2.59971 3.48766  -0.0001

* orbital gap (alpha / beta): 6.67 / 7.05 eV
* spin multiplicity: 3

b.
Entry from the Open Molecules 2025 dataset: a structure of composition C31H28N7O3S9V (ωB97M-V/def2-TZVPD).

Last column: Mulliken spin population.
Atoms and positions in Å:
V1 -0.33909 0.86672 0.72240  2.0972
C1 3.97018 3.54665 -0.00473  0.0000
C2 3.83706 2.33649 -0.85009  -0.0006
N1 4.74170 1.84997 -1.63107  0.0002
N2 4.13989 0.76707 -2.20538  -0.0001
C3 2.86799 0.56013 -1.81438  0.0034
S1 1.80068 -0.57193 -2.39261  0.0001
N3 2.69537 1.55817 -0.88991  0.0125
N4 1.49979 1.87956 -0.23478  -0.0211
H1 4.93635 4.00180 -0.20334  0.0000
H2 3.91039 3.29744 1.05683  -0.0001
H3 3.18326 4.26634 -0.23637  -0.0003
H4 4.60208 0.24668 -2.92953  0.0000
H5 1.72094 2.48072 0.55545  0.0079
H6 0.94021 2.41802 -0.91580  -0.0089
S2 0.52361 1.68447 2.94587  -0.0575
C4 -1.06802 1.08922 3.33276  0.0248
C5 -1.67365 1.15599 4.59082  -0.0121
C6 -2.95297 0.66448 4.73507  0.0073
C7 -3.62187 0.11744 3.63981  -0.0065
C8 -2.97160 0.08036 2.42640  0.0265
N5 -1.72166 0.54424 2.29095  -0.0416
H7 -1.13510 1.60189 5.41447  0.0010
H8 -3.44130 0.71146 5.70032  0.0008
H9 -4.62941 -0.26189 3.72566  0.0004
H10 -3.43434 -0.30498 1.52709  0.0016
N6 0.40332 -0.95705 1.25386  -0.0440
S3 1.76525 -1.76177 1.02340  0.0131
C9 2.14910 -2.38816 2.67224  -0.0021
C10 2.83103 -3.58394 2.85342  0.0001
C11 3.17832 -3.97369 4.13826  -0.0001
C12 2.85062 -3.17469 5.22461  0.0000
C13 2.17501 -1.97933 5.02842  -0.0004
C14 1.82337 -1.57444 3.74858  0.0021
C15 1.42295 -3.31634 0.21020  0.0023
C16 2.46733 -3.91622 -0.47916  -0.0009
C17 2.25758 -5.14372 -1.08594  -0.0001
C18 1.00690 -5.74368 -1.01706  0.0001
C19 -0.03364 -5.12034 -0.34332  -0.0001
C20 0.17149 -3.89892 0.28087  0.0005
H11 -0.29390 -1.53058 1.72169  0.0189
H12 3.07091 -4.21806 2.01116  -0.0001
H13 3.70034 -4.90930 4.28863  0.0000
H14 3.12227 -3.48560 6.22471  0.0000
H15 1.92064 -1.35133 5.87202  -0.0001
H16 1.31215 -0.63322 3.58294  -0.0015
H17 3.42273 -3.41405 -0.56102  -0.0003
H18 3.06325 -5.61897 -1.62908  0.0000
H19 0.83807 -6.69515 -1.50399  0.0000
H20 -1.01364 -5.57683 -0.31307  0.0000
H21 -0.65240 -3.39808 0.76889  0.0012
O1 0.10489 2.06260 -2.54312  -0.0037
C21 -0.75091 1.20696 -2.38089  0.0352
N7 -1.14133 0.67989 -1.18113  -0.0569
S4 -2.28201 -0.48865 -1.34880  0.0548
O2 -1.73176 -1.75591 -0.93585  -0.0017
O3 -3.52066 -0.11665 -0.72118  -0.0005
C22 -2.39601 -0.36491 -3.10438  0.0050
C23 -3.20691 -1.05139 -3.98436  -0.0010
C24 -3.09555 -0.72261 -5.32937  0.0006
C25 -2.20417 0.25912 -5.75826  -0.0002
C26 -1.39721 0.93727 -4.85552  0.0005
C27 -1.50902 0.60726 -3.51757  -0.0043
H22 -3.90053 -1.80701 -3.64165  -0.0002
H23 -3.71286 -1.23340 -6.05650  0.0000
H24 -2.14663 0.49583 -6.81246  0.0001
H25 -0.70116 1.70505 -5.16617  0.0001
C28 -4.44179 3.45470 -0.33295  -0.0005
S5 -3.52726 2.88898 -1.78504  -0.0007
C29 -2.12472 3.94402 -1.75255  -0.0139
C30 -1.19119 4.05280 -0.78910  0.0085
S6 -1.07031 3.30418 0.78705  -0.0452
S7 0.11301 5.16672 -1.16377  0.0018
C31 -0.32726 5.56168 -2.79092  0.0003
S8 0.57509 6.50218 -3.78356  0.0002
S9 -1.84430 4.85388 -3.22399  -0.0021
H26 -5.30013 2.78971 -0.24566  -0.0001
H27 -4.78436 4.47825 -0.46717  0.0001
H28 -3.82447 3.36643 0.55769  -0.0003

* orbital gap (alpha / beta): 6.52 / 7.16 eV
* spin multiplicity: 3

Which of them is the most stable? Correct choice: a.

a.
Entry from the Open Molecules 2025 dataset: a structure of composition C20H29N5O3 (ωB97M-V/def2-TZVPD).

Last column: Löwdin charge in e.
Atoms and positions in Å:
C1 4.06631 1.86020 -0.14288  -0.0654
C2 5.07445 1.02571 -0.68420  -0.3651
H1 5.84637 0.94687 -0.03184  0.1003
H2 5.48430 1.30057 -1.73810  0.1728
O1 4.79352 -0.22585 -0.90557  0.0328
C3 4.11749 -0.74771 -1.87086  -0.6346
O2 3.98636 -0.02826 -2.69700  0.1868
N1 3.59371 -2.03440 -2.01099  -0.0315
C4 3.64427 -2.90240 -0.82089  -0.0974
H3 4.35624 -2.42208 0.02222  0.1619
C5 2.14959 -3.15133 -0.13320  -0.1543
N2 1.29659 -3.56676 -1.24308  -0.0852
C6 1.36469 -2.41287 -2.32177  -0.1588
C7 2.60174 -2.58029 -2.84610  -0.2184
H4 2.67109 -1.76705 -3.83214  0.2077
H5 3.07646 -3.57804 -3.12286  0.1685
H6 0.67585 -2.89655 -2.90026  0.1011
H7 1.02766 -1.59142 -1.92379  0.0841
C8 -0.17198 -3.72378 -0.58270  -0.0945
C9 -0.75134 -2.59182 -0.08376  -0.2410
N3 -0.34543 -1.66246 0.65717  0.1530
C10 -1.21641 -0.83640 0.83792  -0.2944
C11 -1.37291 0.39990 1.57335  -0.0149
C12 -2.30481 1.25945 1.45197  -0.0796
C13 -3.48843 1.12126 0.10569  0.0650
C14 -3.35881 0.05633 -0.41341  -0.0979
C15 -2.12540 -0.74022 -0.19998  0.0152
N4 -2.04298 -2.15224 -0.84921  -0.0162
C16 -2.50929 -2.80265 -1.79259  -0.2050
H8 -3.47464 -2.12976 -2.03332  0.1504
H9 -2.08461 -2.88448 -2.81661  0.1123
H10 -2.91942 -3.68661 -1.67356  0.0495
H11 -4.08871 -0.16609 -1.15802  0.1126
H12 -4.01349 1.95441 0.20539  0.0279
N5 -2.30797 2.57579 2.12489  0.0790
C17 -3.42477 3.45605 2.15133  -0.2810
O3 -4.29139 3.74508 1.26675  0.0114
C18 -2.82913 4.56576 3.36170  -0.2806
C19 -1.83076 5.52216 2.45787  -0.0554
H13 -2.22382 5.83305 1.58449  0.0069
H14 -1.47404 6.40197 3.32494  0.1468
H15 -0.84516 4.76977 2.31936  0.1103
C20 -3.99392 5.45458 3.51061  -0.1610
H16 -4.67463 4.92984 4.07096  0.0248
H17 -4.56584 5.80118 2.50769  0.1339
H18 -3.87931 6.47130 4.21778  0.1367
H19 -2.40908 4.32832 4.10564  -0.0025
H20 -1.59068 2.77656 2.88873  0.1537
H21 -0.65620 0.67403 2.19479  0.0752
H22 0.16956 -4.50580 0.31831  0.1854
H23 -0.63543 -4.30124 -1.33961  0.0949
H24 2.19524 -3.65883 0.70133  0.0333
H25 1.75016 -1.87004 0.24922  0.1920
H26 3.99761 -3.82729 -0.88815  0.0485
H27 3.70681 1.59902 0.88828  0.1035
H28 3.20431 1.75665 -0.75383  0.0679
H29 4.52851 2.92215 -0.20334  0.1289

* orbital gap: 8.27 eV

b.
Entry from the Open Molecules 2025 dataset: a structure of composition C20H29N5O3 (ωB97M-V/def2-TZVPD).

Last column: Löwdin charge in e.
Atoms and positions in Å:
C1 -0.46170 -3.43075 0.69286  -0.1003
C2 -1.72957 -4.09596 0.70341  -0.2805
H1 -1.82787 -4.56361 1.60714  0.0901
H2 -2.00210 -4.77335 -0.17983  0.1588
O1 -2.88851 -3.27853 0.60806  0.0284
C3 -3.33517 -2.66048 -0.37617  -0.6895
O2 -3.00938 -3.12940 -1.33213  0.1722
N1 -4.18896 -1.52778 -0.40508  -0.0361
C4 -4.39319 -0.84008 0.88576  -0.0930
H3 -4.20922 -1.62580 1.78774  0.1633
C5 -3.35058 0.43804 1.13535  -0.1261
N2 -3.50439 1.25478 -0.11323  -0.0800
C6 -3.22788 0.28025 -1.39515  -0.1343
C7 -4.28480 -0.54977 -1.36229  -0.2669
H4 -4.17682 -1.21480 -2.45149  0.2058
H5 -5.38072 -0.24016 -1.24458  0.1694
H6 -3.34624 1.02671 -2.03611  0.0846
H7 -2.29257 -0.05234 -1.29552  0.0799
C8 -2.40213 2.39796 0.03693  -0.1229
C9 -1.06860 2.02351 0.15340  -0.1997
N3 -0.57588 0.78470 0.11144  0.1843
C10 0.70699 1.02234 0.21519  -0.3175
C11 1.82020 0.08356 0.20070  0.0415
C12 3.06678 0.44755 0.13227  -0.1036
C13 3.41601 1.91719 -0.55052  -0.0377
C14 2.51289 2.72643 -0.40331  -0.0594
C15 1.13394 2.09742 -0.20817  -0.0828
N4 -0.05264 3.09449 -0.25976  -0.0004
C16 -0.34765 4.31422 -0.27893  -0.3955
C17 -0.14522 5.04642 1.01717  -0.0356
H8 -0.28375 6.26557 0.74110  0.1506
H9 -0.99198 4.71823 1.49420  0.0297
H10 0.81598 4.93989 1.43343  0.0556
H11 -1.26101 4.41035 -0.87898  0.1264
H12 0.47904 4.64629 -1.06274  0.1620
H13 2.71810 3.93766 -0.55987  0.1780
H14 4.47602 2.04859 -0.62230  0.0916
N5 4.22010 -0.46037 0.28576  0.0935
C18 4.22665 -1.76087 0.35551  -0.4604
O3 3.16197 -2.33124 0.74979  -0.0101
C19 5.72287 -2.47676 0.39472  -0.1912
C20 5.87883 -2.54713 -0.99195  -0.2664
H15 6.90424 -3.11941 -1.27295  0.0975
H16 5.24618 -3.42080 -1.67798  0.1468
H17 5.92863 -1.61872 -1.85192  0.1413
H18 6.52512 -1.80665 0.70516  0.1144
H19 5.71872 -3.46561 0.79976  0.1144
H20 5.24273 -0.19922 -0.15907  0.2002
H21 1.62428 -0.96932 0.24433  0.0989
H22 -2.85221 2.85975 1.10173  0.1884
H23 -2.73093 3.03659 -0.75555  0.1030
H24 -3.44463 0.84937 1.98260  0.0092
H25 -2.10623 -0.15606 1.06465  0.1881
H26 -5.27737 -0.51498 1.08397  0.0299
H27 0.38537 -4.25284 0.75557  0.1207
H28 -0.32423 -2.64099 1.64229  0.1490
H29 -0.45753 -2.94411 -0.39643  0.1223

* orbital gap: 8.63 eV

Which of them is the most stable? Correct choice: b.